No. 1
{
  "formula": "C50H51AsLiNP2Se2",
  "method": "ωB97M-V/def2-TZVPD",
  "charge": -2,
  "orbital_gap_ev": 2.980,
  "max_force_ha_per_bohr": 0.0088,
  "symbols": ["Li", "Se", "P", "Se", "C", "C", "C", "C", "C", "C", "C", "C", "C", "C", "C", "C", "H", "H", "H", "H", "H", "H", "H", "H", "H", "H", "C", "C", "C", "C", "C", "C", "C", "C", "C", "C", "C", "C", "N", "H", "H", "H", "H", "H", "H", "H", "H", "H", "H", "H", "H", "H", "H", "H", "H", "H", "C", "C", "As", "C", "C", "C", "C", "C", "C", "C", "C", "C", "C", "C", "C", "P", "C", "C", "C", "C", "C", "C", "C", "C", "C", "C", "C", "C", "H", "H", "H", "H", "H", "H", "H", "H", "H", "H", "H", "H", "H", "H", "H", "H", "H", "H", "H", "H", "H", "H", "H", "H"],
  "positions_angstrom": [[-0.039562, -0.529252, 0.416524], [-1.490352, -1.981111, -1.292925], [-2.416386, -0.119148, -1.803138], [-1.469794, 1.685269, -1.143755], [-4.163099, -0.172367, -1.197348], [-4.631392, 0.708987, -0.235329], [-5.946406, 0.620878, 0.219869], [-6.800718, -0.340538, -0.293287], [-6.336066, -1.228253, -1.257667], [-5.024517, -1.147878, -1.699924], [-2.713589, -0.024830, -3.621046], [-3.178146, 1.166719, -4.174336], [-3.470384, 1.247128, -5.529466], [-3.299476, 0.135267, -6.346507], [-2.830778, -1.049618, -5.801830], [-2.537616, -1.129041, -4.441318], [-3.956442, 1.458400, 0.160049], [-6.294890, 1.305481, 0.984046], [-7.823378, -0.407742, 0.059983], [-6.994863, -1.991366, -1.656378], [-4.654034, -1.855696, -2.432607], [-3.291932, 2.033027, -3.532299], [-3.826751, 2.180456, -5.950252], [-3.525358, 0.198096, -7.405021], [-2.683111, -1.917319, -6.434184], [-2.151645, -2.044344, -4.006154], [2.935939, -2.780031, 1.083386], [2.131237, -3.414437, 2.226171], [0.825402, -4.012518, 1.686704], [1.887443, -2.461553, 3.384490], [2.406477, -2.814437, 4.613988], [2.231295, -2.047991, 5.778814], [1.444390, -0.894356, 5.646418], [0.879230, -0.478709, 4.456451], [0.090254, 0.824931, 4.512192], [-1.229242, 0.873966, 3.735501], [0.978537, 2.005212, 4.089046], [1.108591, -1.200965, 3.176331], [0.729366, -0.761392, 2.014938], [3.156647, -3.513142, 0.289841], [3.884990, -2.385506, 1.463668], [2.348618, -1.950965, 0.685193], [2.732552, -4.243354, 2.623662], [0.207091, -3.208216, 1.283323], [0.267471, -4.497386, 2.493718], [1.016907, -4.751981, 0.893688], [2.988879, -3.737908, 4.680522], [2.657972, -2.345550, 6.730605], [1.249201, -0.294968, 6.540671], [-0.175770, 0.968555, 5.567457], [-1.038969, 0.845997, 2.665342], [-1.785172, 1.786730, 4.001453], [-1.851838, 0.004789, 3.971219], [1.291613, 1.857843, 3.049571], [1.874262, 2.052308, 4.713776], [0.445590, 2.966293, 4.165604], [3.748200, -0.291373, -1.294775], [4.477470, 0.091611, -0.009790], [6.379322, -0.409998, 0.097519], [6.305178, -2.216741, -0.651620], [6.279292, -3.266401, 0.260986], [6.137607, -4.580028, -0.167971], [6.034044, -4.858136, -1.521928], [6.066308, -3.819244, -2.444197], [6.196743, -2.505684, -2.011592], [7.018764, 0.562668, -1.474994], [8.175300, 0.139103, -2.126076], [8.714171, 0.873512, -3.175320], [8.108963, 2.055647, -3.580972], [6.968290, 2.495448, -2.929374], [6.429858, 1.755128, -1.881141], [1.956433, 0.223889, -1.238981], [1.589813, 0.078691, -3.042616], [1.812616, -1.168371, -3.633500], [1.531894, -1.387511, -4.974409], [0.999156, -0.366151, -5.750558], [0.738373, 0.866054, -5.168457], [1.029205, 1.087114, -3.825229], [2.195624, 2.028035, -0.970870], [1.707956, 2.547827, 0.229069], [1.913113, 3.885980, 0.550654], [2.604150, 4.714162, -0.322312], [3.103255, 4.202765, -1.516198], [2.904130, 2.865517, -1.833051], [3.755083, -1.376518, -1.396216], [4.214512, 0.137052, -2.185211], [3.985618, -0.356584, 0.858052], [4.456949, 1.171409, 0.148708], [6.347544, -3.054732, 1.321817], [6.084878, -5.380973, 0.558741], [5.912197, -5.880459, -1.859054], [5.969528, -4.028980, -3.502984], [6.197084, -1.702471, -2.738327], [8.653444, -0.783217, -1.816842], [9.607156, 0.520822, -3.678297], [8.524358, 2.628323, -4.401654], [6.487312, 3.416442, -3.237607], [5.532637, 2.112363, -1.389482], [2.190270, -1.986091, -3.028308], [1.710495, -2.363873, -5.409915], [0.762213, -0.538050, -6.794639], [0.286952, 1.657542, -5.755331], [0.786188, 2.041428, -3.376945], [1.183418, 1.888026, 0.919322], [1.529652, 4.275642, 1.485704], [2.758900, 5.758036, -0.074538], [3.647115, 4.847178, -2.198391], [3.297188, 2.469806, -2.765041]],
  "forces_ev_per_angstrom": [[0.1998, -0.1008, 0.3747], [-0.0163, -0.0364, -0.0605], [-0.1827, -0.0023, -0.0302], [-0.0121, -0.0285, 0.0544], [0.0343, -0.0329, -0.1107], [-0.0814, 0.0352, 0.0737], [0.1407, 0.0295, -0.0238], [0.0063, -0.0062, -0.0077], [0.0849, -0.0174, -0.0420], [-0.0348, -0.0078, -0.0004], [-0.0769, 0.0284, 0.0562], [-0.0272, 0.0477, -0.1098], [0.0358, 0.0219, 0.1397], [0.0099, -0.0144, 0.0139], [0.0515, -0.0160, 0.1282], [0.0443, -0.0495, -0.1492], [0.0088, 0.0085, 0.0018], [0.0125, 0.0025, -0.0109], [0.0129, 0.0009, 0.0017], [0.0188, 0.0108, -0.0026], [-0.0120, -0.0066, -0.0015], [0.0070, -0.0011, -0.0184], [0.0002, -0.0062, 0.0149], [0.0067, -0.0016, 0.0066], [0.0092, -0.0004, 0.0092], [-0.0108, 0.0088, -0.0073], [-0.0183, -0.1484, 0.0194], [-0.0359, 0.0907, -0.0476], [0.0139, 0.0126, -0.0540], [-0.1474, 0.0206, 0.0399], [-0.0207, 0.1744, 0.0611], [-0.0237, 0.0013, -0.1841], [-0.0634, -0.1501, -0.0249], [-0.1048, -0.1122, 0.0843], [0.1051, 0.0013, -0.1688], [-0.0606, -0.1181, 0.0950], [-0.0389, 0.0623, -0.1043], [0.2965, 0.3238, -0.0996], [-0.0433, -0.0970, -0.0946], [-0.0230, 0.0884, 0.0798], [-0.0639, -0.1022, 0.0058], [-0.0096, -0.0053, 0.0037], [0.0102, -0.0393, 0.0431], [-0.0039, -0.0237, 0.0180], [0.0476, -0.0086, -0.0482], [-0.0136, 0.0818, 0.0735], [-0.0359, 0.0279, -0.0271], [-0.0232, -0.0041, -0.0141], [0.0208, -0.0017, -0.0510], [0.0896, 0.0682, 0.0596], [0.0117, 0.0272, -0.0146], [0.0393, -0.0832, -0.0415], [0.0200, 0.0483, 0.0198], [-0.0227, -0.0250, 0.1540], [-0.0098, 0.0105, -0.0162], [0.0303, -0.0760, -0.0198], [-0.0365, 0.0144, 0.2397], [-0.1504, -0.0680, -0.0780], [-0.0777, 0.0250, 0.0556], [-0.0684, 0.0214, -0.0958], [0.0624, -0.0585, -0.0048], [0.0002, 0.0383, 0.0102], [-0.0017, 0.0207, -0.0259], [0.0105, 0.0416, 0.0279], [-0.0196, -0.0677, 0.0351], [0.1144, -0.0068, 0.0424], [0.0614, 0.0663, -0.1338], [-0.0106, -0.0820, 0.0639], [0.0425, -0.0126, -0.0322], [-0.0900, -0.0178, 0.0995], [-0.0303, 0.1020, -0.1025], [-0.2140, 0.1126, -0.2032], [0.1415, 0.0369, 0.0495], [0.0104, 0.0135, -0.0071], [-0.0194, 0.0214, 0.0320], [-0.0297, 0.0169, 0.0239], [-0.0022, -0.0229, 0.1057], [-0.0465, -0.0452, -0.0546], [0.0414, -0.0033, -0.0034], [0.0238, -0.0038, 0.0002], [0.0028, -0.0517, -0.0446], [0.0144, -0.0355, -0.0354], [-0.0146, -0.0260, 0.0230], [-0.0264, 0.0098, -0.0183], [-0.0052, -0.0552, -0.0478], [0.0909, 0.0132, 0.0111], [0.0273, 0.0898, -0.0572], [-0.0140, 0.0264, 0.0660], [-0.0156, -0.0113, 0.0058], [0.0133, 0.0083, 0.0046], [0.0004, 0.0066, -0.0006], [0.0011, 0.0034, 0.0057], [-0.0032, 0.0065, -0.0002], [0.0268, -0.0229, -0.0096], [-0.0018, -0.0041, 0.0109], [-0.0002, -0.0065, 0.0078], [-0.0158, -0.0120, 0.0179], [0.0285, 0.0307, -0.0397], [0.0054, 0.0086, -0.0298], [0.0038, -0.0010, 0.0201], [0.0051, 0.0045, 0.0236], [-0.0046, 0.0048, 0.0143], [0.0220, 0.0061, 0.0060], [0.0140, -0.0032, -0.0521], [0.0039, -0.0350, 0.0085], [-0.0007, -0.0028, 0.0010], [-0.0022, -0.0104, 0.0028], [-0.0182, 0.0058, 0.0152]],
  "mulliken_charge": [0.475, -0.336, 0.884, -0.374, 0.627, -0.341, -0.575, -0.375, -0.617, -0.514, 0.196, -0.530, -0.637, -0.387, -0.618, -0.066, 0.261, 0.371, 0.346, 0.359, 0.337, 0.374, 0.365, 0.357, 0.376, 0.300, -0.497, 0.421, -1.644, 0.306, -0.382, -1.290, -0.519, 0.082, 0.268, -1.432, -0.856, 0.111, -0.561, 0.395, 0.018, -0.289, 0.432, 0.095, 0.432, 0.397, 0.203, 0.282, 0.218, 0.344, -0.007, 0.461, 0.348, -0.312, 0.389, 0.412, -0.956, -1.557, 0.269, 0.028, -0.368, -0.518, -0.423, -0.671, 0.079, 0.111, -0.371, -0.546, -0.489, -0.601, -0.198, 0.583, 0.322, -0.765, -0.705, -0.474, -0.812, 0.090, 0.531, -0.580, -0.556, -0.597, -0.750, -0.121, 0.519, 0.792, 0.248, 0.566, 0.300, 0.388, 0.364, 0.389, 0.383, 0.396, 0.367, 0.361, 0.414, 0.390, 0.351, 0.370, 0.375, 0.365, 0.408, 0.351, 0.509, 0.358, 0.376, 0.621]
}

No. 2
{
  "formula": "C6H9NO5Yb",
  "method": "ωB97M-V/def2-TZVPD",
  "charge": 1,
  "multiplicity": 2,
  "orbital_gap_ev": [9.340, 9.350],
  "max_force_ha_per_bohr": 0.0815,
  "symbols": ["Yb", "O", "C", "C", "N", "C", "C", "O", "O", "C", "C", "O", "O", "H", "H", "H", "H", "H", "H", "H", "H", "H"],
  "positions_angstrom": [[-0.112411, -0.142851, -0.173447], [1.358775, 1.178761, 0.928435], [1.892672, 0.323133, 1.992302], [2.227164, -1.037363, 1.388283], [1.025292, -1.745438, 0.871833], [0.135026, -2.227519, 1.969126], [-0.996844, -1.199284, 2.269304], [-1.386897, -1.019543, 3.384869], [-1.423352, -0.587187, 1.176683], [1.412942, -2.772598, -0.143738], [1.334375, -2.182323, -1.583633], [2.022872, -2.594145, -2.464624], [0.429001, -1.216996, -1.669642], [1.468949, 2.094879, 1.199628], [1.159845, 0.242628, 2.797663], [2.805164, 0.763331, 2.387558], [2.723221, -1.637955, 2.154163], [2.914540, -0.884473, 0.553841], [0.683834, -2.434872, 2.887122], [-0.364730, -3.143566, 1.657987], [0.719367, -3.611303, -0.118954], [2.415385, -3.157989, 0.035024]],
  "forces_ev_per_angstrom": [[-0.3721, 4.0033, -1.1833], [0.2306, -0.2555, 0.3703], [0.2503, -0.4801, 0.1307], [-0.1047, 0.2746, 0.1130], [0.3074, -0.6845, 0.3290], [-0.3634, 0.2601, 0.1791], [0.2810, -0.7022, 0.7454], [-0.0174, 0.0623, -0.1436], [-1.5157, -0.7034, 1.6216], [0.0663, 0.1614, -0.4209], [0.5654, -0.7989, 0.2230], [-0.1053, 0.0749, 0.0401], [0.7189, -1.4732, -1.8299], [-0.1024, 0.2556, -0.1392], [-0.0300, 0.0915, -0.0146], [0.0005, 0.0767, -0.0471], [0.0631, -0.0395, -0.0505], [0.0626, -0.0742, 0.0218], [0.0596, -0.0039, -0.0233], [0.0641, -0.0397, -0.0674], [-0.0604, 0.0195, 0.1195], [0.0016, -0.0247, 0.0263]],
  "mulliken_spin": [0.991, -0.002, -0.001, 0.000, 0.002, 0.000, 0.000, 0.000, 0.002, 0.001, -0.001, 0.000, 0.008, 0.000, 0.000, 0.000, 0.000, 0.000, 0.000, 0.000, 0.000, 0.000]
}

Short version: ΔE to the lowest compared entry with this formula, charge and spin = 0.0, 8.1 kcal/mol, in the order given.